48
Properties=species:S:1:pos:R:3:nbo_charge:R:1 method="wB97M-V/def2-TZVPD" homo_lumo_gap_ev=9.924 lumo_energy_ev=0.0 max_force_ev_per_a=9.66 smiles="C=CCCNC(N)=O.O.O.O.O.O.O.O.O.O.O" homo_energy_ha=-0.3663 charge=0
C -2.53 -2.02 1.54 -0.41
C -3.01 -2.69 0.44 -0.16
C -3.22 -1.98 -0.93 -0.45
C -1.90 -1.88 -1.82 -0.22
N -1.40 -0.56 -2.13 -0.66
C -0.05 -0.20 -2.18 0.79
N 0.94 -1.13 -2.46 -0.85
O 0.27 1.01 -2.01 -0.78
H -2.42 -1.00 1.52 0.17
H -2.39 -2.55 2.55 0.21
H -3.22 -3.77 0.37 0.21
H -3.63 -1.04 -0.79 0.21
H -3.92 -2.48 -1.56 0.22
H -1.23 -2.66 -1.29 0.19
H -2.22 -2.29 -2.74 0.19
H -1.94 0.23 -1.55 0.42
H 1.90 -0.68 -2.32 0.46
H 0.91 -2.16 -2.27 0.41
O 3.15 -1.13 -1.14 -0.97
H 3.06 -0.50 -0.39 0.50
H 4.03 -0.97 -1.37 0.49
O 0.65 4.61 1.47 -0.95
H 1.37 4.36 2.00 0.48
H -0.16 4.30 1.88 0.47
O 4.47 0.94 0.12 -0.98
H 4.15 0.83 1.03 0.46
H 3.85 1.57 -0.29 0.50
O -0.78 0.70 1.25 -0.97
H -0.22 0.54 0.51 0.49
H -1.62 0.51 0.82 0.48
O 1.57 2.08 2.34 -0.98
H 0.80 1.53 2.33 0.49
H 2.23 1.63 2.93 0.48
O 1.99 2.04 -3.66 -0.94
H 1.46 2.29 -2.92 0.48
H 1.35 1.53 -4.10 0.46
O -2.84 1.84 -0.55 -0.96
H -2.74 2.43 0.21 0.49
H -2.45 2.36 -1.25 0.49
O 2.15 1.56 -0.19 -0.96
H 1.93 2.37 0.29 0.50
H 1.48 1.39 -0.67 0.47
O 1.40 -3.60 1.85 -0.91
H 1.16 -2.93 1.38 0.45
H 0.57 -3.96 2.26 0.47
O -0.62 -0.15 3.99 -0.93
H -0.83 -0.14 3.12 0.47
H -1.49 -0.16 4.39 0.46

82
Properties=species:S:1:pos:R:3:mulliken_charge:R:1 method="wB97M-V/def2-TZVPD" homo_lumo_gap_ev=10.461 lumo_energy_ev=0.2 max_force_ev_per_a=1.74 smiles="O=C1OC[C@@H](F)O1.O=C1OC[C@@H](F)O1.O=C1OC[C@@H](F)O1.CCOP(=O)(OCC)OCC.CCOP(=O)(OCC)OCC" homo_energy_ha=-0.3777 charge=0
O -0.96 0.75 0.42 -0.51
C -0.92 0.14 -0.59 0.52
O 0.09 -0.65 -1.01 -0.24
C -0.17 -1.00 -2.36 0.07
C -1.67 -0.82 -2.48 0.38
F -2.35 -1.94 -2.08 -0.30
O -1.92 0.18 -1.54 -0.34
H 0.35 -0.26 -2.99 0.28
H 0.15 -1.98 -2.70 -0.11
H -2.04 -0.56 -3.46 0.28
O -3.82 -3.20 -5.22 -0.50
C -2.71 -3.14 -5.62 0.69
O -1.90 -4.19 -5.88 -0.32
C -0.56 -3.67 -6.06 -0.13
C -0.91 -2.32 -6.64 0.23
F -1.30 -2.48 -7.95 -0.30
O -2.02 -1.96 -5.88 -0.32
H -0.06 -3.68 -5.09 -0.02
H -0.01 -4.33 -6.72 0.31
H -0.12 -1.58 -6.64 0.36
O -0.37 -4.19 -2.46 -0.37
C -1.11 -5.08 -2.74 0.50
O -0.74 -6.34 -3.07 -0.35
C -1.90 -6.92 -3.68 -0.35
C -3.04 -6.21 -2.97 0.24
F -3.46 -6.79 -1.82 -0.30
O -2.46 -4.96 -2.68 -0.27
H -1.94 -6.63 -4.73 0.19
H -1.94 -8.00 -3.62 0.38
H -3.91 -6.11 -3.62 0.29
C 1.93 -1.86 3.47 -1.10
C 2.56 -2.85 4.39 -0.18
O 3.45 -3.76 3.72 -0.30
P 3.05 -4.50 2.40 0.94
O 1.71 -5.10 2.36 -0.70
O 3.36 -3.46 1.26 -0.42
C 2.36 -3.15 0.26 -0.06
C 2.77 -3.67 -1.10 -1.00
O 4.24 -5.52 2.28 -0.38
C 4.09 -6.85 2.77 -0.29
C 3.84 -6.95 4.25 -1.05
H 2.62 -1.22 2.91 0.25
H 1.20 -2.29 2.78 0.30
H 1.32 -1.13 4.02 0.45
H 3.11 -2.36 5.18 0.34
H 1.75 -3.47 4.78 0.24
H 1.38 -3.54 0.55 0.44
H 2.32 -2.07 0.25 0.21
H 3.74 -3.24 -1.34 0.34
H 2.87 -4.75 -1.17 0.31
H 1.96 -3.35 -1.76 0.05
H 3.23 -7.31 2.27 0.27
H 4.92 -7.48 2.47 0.38
H 2.92 -6.46 4.59 0.31
H 3.74 -8.00 4.55 0.38
H 4.68 -6.64 4.88 0.27
C -3.70 10.20 1.73 -1.19
C -3.18 8.79 1.46 -0.08
O -2.43 8.38 2.61 -0.29
P -1.19 7.42 2.48 0.92
O -0.86 6.74 3.73 -0.77
O 0.03 8.29 1.91 -0.29
C 0.67 9.22 2.79 -0.40
C -0.03 10.55 2.91 -0.93
O -1.58 6.54 1.22 -0.30
C -0.60 5.62 0.69 -0.26
C -0.48 4.35 1.53 -1.05
H -4.19 10.20 2.71 0.28
H -2.86 10.89 1.73 0.22
H -4.41 10.53 0.97 0.41
H -3.99 8.10 1.25 0.31
H -2.53 8.82 0.59 0.30
H 0.85 8.77 3.77 0.35
H 1.67 9.39 2.37 0.32
H 0.53 11.12 3.65 0.41
H -0.10 11.07 1.96 0.23
H -1.02 10.39 3.34 0.21
H -1.01 5.35 -0.28 0.32
H 0.37 6.09 0.54 0.26
H -0.10 3.54 0.91 0.38
H 0.19 4.46 2.38 0.32
H -1.47 4.09 1.90 0.29

17
Properties=species:S:1:pos:R:3:nbo_charge:R:1 method="wB97M-V/def2-TZVPD" homo_lumo_gap_ev=8.886 lumo_energy_ev=3.6 max_force_ev_per_a=1.56 homo_energy_ha=-0.1945 charge=-1
O -0.56 0.68 -0.07 -1.23
H 0.14 1.37 -0.08 0.43
O 1.45 -0.12 2.15 -0.99
H 1.33 -1.08 2.23 0.46
H 0.74 0.05 1.49 0.52
O -2.67 1.66 1.42 -1.01
H -2.44 1.51 2.34 0.45
H -1.94 1.31 0.86 0.52
O -2.46 -2.17 -2.39 -0.98
H -2.37 -2.28 -1.46 0.46
H -1.81 -1.47 -2.58 0.51
O 0.04 -0.53 -2.15 -1.07
H -0.31 -0.02 -1.29 0.51
H 0.77 -1.06 -1.89 0.45
O 4.03 0.48 0.94 -0.98
H 3.87 1.12 0.26 0.46
H 3.25 0.48 1.53 0.50

5
Properties=species:S:1:pos:R:3:nbo_charge:R:1 method="wB97M-V/def2-TZVPD" homo_lumo_gap_ev=10.411 lumo_energy_ev=0.3 max_force_ev_per_a=3.07 smiles=OP(Cl)Cl homo_energy_ha=-0.3704 charge=0
O -0.15 -0.26 0.61 -0.97
P 1.00 0.01 1.67 1.14
Cl 0.00 -0.99 3.39 -0.41
Cl 0.69 1.92 2.02 -0.26
H -0.27 -1.17 0.62 0.50